No. 1
Density functional theory data (the ωB97M-V functional and the def2-TZVPD basis) for C22H37ClFeNP as an isolated structure.

Geometry as XYZ:
```
63
C22H37ClFeNP the ωB97M-V functional and the def2-TZVPD basis
C 1.3722 1.6298 2.5891
C 2.6134 2.1898 2.1406
C 3.3083 1.2196 1.3178
H 2.9888 3.1830 2.4133
C 2.5052 0.0262 1.2692
C 1.3096 0.2852 2.0622
H 0.4864 -0.4216 2.2405
H 0.6105 2.0850 3.2544
H 4.2998 1.3316 0.8518
H 2.7338 -0.9142 0.7454
Fe 1.2617 1.5114 0.2881
Cl -0.7920 2.3304 0.1802
C 3.9281 4.5756 -3.7661
C 4.7763 3.4196 -3.9268
C 5.8771 3.5422 -3.0024
H 4.6207 2.5960 -4.6403
C 5.7098 4.7748 -2.2708
C 4.5052 5.4133 -2.7431
H 4.1064 6.3783 -2.3943
H 3.0114 4.7895 -4.3361
H 6.7082 2.8292 -2.8861
H 6.3905 5.1661 -1.4987
C 0.5358 -2.9433 1.5899
C -0.3296 -2.8001 0.3525
C 0.5372 -3.0797 -0.8588
C -1.4982 -3.7771 0.4484
P -1.0894 -0.8524 0.1536
N 0.1347 -0.0340 -0.2559
C -2.3566 -0.7422 -1.5042
C -3.7267 -1.3722 -1.2926
C -2.5360 0.7080 -1.8476
C -1.6510 -1.4577 -2.6307
C -2.3240 -0.4523 2.0501
C -3.6562 -1.1524 1.8652
C -1.6885 -0.9636 3.3167
C -2.5895 1.0168 2.1776
H 0.8668 -3.9919 1.5959
H 0.0282 -2.7583 2.5418
H 1.4376 -2.3282 1.5318
H 1.0018 -4.0501 -0.6720
H 0.0146 -3.1479 -1.8094
H 1.3294 -2.3299 -0.9484
H -2.0903 -3.6565 1.3619
H -2.1634 -3.7761 -0.4206
H -1.0557 -4.7790 0.5021
H -3.7104 -2.3811 -0.8714
H -4.3998 -0.7367 -0.7130
H -4.1680 -1.4575 -2.2941
H -1.5965 1.1942 -2.0875
H -3.1707 0.7513 -2.7273
H -3.0305 1.2758 -1.0664
H -0.6220 -1.1250 -2.7657
H -1.6899 -2.5399 -2.5257
H -2.1948 -1.2094 -3.5402
H -3.5816 -2.2179 1.6344
H -4.1288 -1.0755 2.8513
H -4.3211 -0.6512 1.1594
H -0.7536 -0.4920 3.6247
H -2.4194 -0.6944 4.0858
H -1.6001 -2.0519 3.3374
H -1.7117 1.6037 2.4289
H -3.0831 1.4690 1.3211
H -3.2802 1.1178 3.0132
```

## Properties
Charge ... -1
E_LUMO (spin up / spin down) ... 0.072 / 0.031 Ha
ΔE to the lowest compared entry with this formula, charge and spin ... 288.7 kJ/mol
2S+1 ... 6
HOMO energy (spin up / spin down) ... -2.3 / -2.3 eV
Calculated total energy ... -2980.321813 hartree

No. 2
Density functional theory data (the ωB97M-V functional and the def2-TZVPD basis) for a 7-piece molecular cluster, C5H26N2O7 overall.

Geometry as XYZ:
```
40
C5H26N2O7 the ωB97M-V functional and the def2-TZVPD basis
C -0.0928 2.6705 -1.9044
N -0.7594 2.9815 -0.6373
C -0.0112 2.3641 0.4999
O 0.0810 1.0110 0.3630
C -0.1347 1.2219 -2.7585
C 1.1229 0.3068 -2.5169
C 0.9062 -1.0505 -1.6419
N 2.1215 -2.0284 -1.5382
H -0.5295 3.3612 -2.6405
H 1.0666 2.6843 -1.7521
H -1.7382 2.7419 -0.7283
H -0.5056 2.5466 1.5431
H 1.0373 2.5860 0.6605
H -0.7573 0.5252 0.1222
H -1.1600 0.7386 -2.6832
H 0.0667 1.6719 -3.8061
H 2.0627 0.7443 -2.1999
H 1.5450 -0.1076 -3.5069
H 0.0476 -1.4537 -2.2721
H 0.4849 -0.8145 -0.5843
H 1.7848 -2.9427 -1.9218
H 2.7435 -1.7537 -2.2911
H -0.4623 1.6599 3.6625
H -1.2465 0.9703 2.7132
O -1.3759 1.6247 3.4576
H 3.1501 -0.6499 0.9249
H 3.5856 -0.8587 2.4459
O 3.4282 -0.1705 1.7831
H -0.5941 -3.1323 1.5189
H -0.6575 -1.6790 2.3410
O -0.9341 -2.5778 2.3192
H -3.0108 -0.9870 1.2265
H -2.8170 -2.5099 1.2523
O -3.2611 -1.7797 0.7622
H 2.1261 -2.7602 0.1209
H 1.4984 -2.1451 1.3731
O 1.6856 -3.0236 1.0382
H -2.4573 -0.7904 -0.9407
H -3.2916 0.3145 -0.2905
O -2.4048 0.2024 -0.8644
```

## Properties
Charge ... -1
E_LUMO (spin up / spin down) ... 0.107 / 0.103 Ha
ΔE to the lowest compared entry with this formula, charge and spin ... 5.7 kJ/mol
2S+1 ... 2
HOMO energy (spin up / spin down) ... 0.1 / -5.9 eV
Calculated total energy ... -842.153661 hartree

No. 3
Density functional theory data (the ωB97M-V functional and the def2-TZVPD basis) for a 2-piece molecular cluster, C4H8S2 overall.

Geometry as XYZ:
```
14
C4H8S2 the ωB97M-V functional and the def2-TZVPD basis
C -0.4518 -0.0817 -1.2651
C 0.0482 -0.8535 -0.4499
S 0.9029 -1.9124 0.5201
C 0.0771 -3.4967 0.2212
H -0.8153 0.4031 -2.1515
H -0.9480 -3.2646 0.2450
H 0.3237 -3.9179 1.2075
H 0.3577 -4.2142 -0.6167
C 0.3498 3.2157 0.0510
S -1.0114 2.5532 1.2258
H -0.0011 4.0686 -0.5978
H 0.7972 2.4006 -0.4931
H 1.0284 3.7923 0.8229
H -0.6574 1.3074 1.2805
```

## Properties
E_LUMO ... 0.025 Ha
ΔE to the lowest compared entry with this formula, charge and spin ... 327.3 kJ/mol
HOMO energy ... -8.6 eV
SMILES string ... C#CSC.CS
Calculated total energy ... -953.461950 hartree

No. 4
Density functional theory data (the ωB97M-V functional and the def2-TZVPD basis) for C23H25IrN6O5P as an isolated structure.

Geometry as XYZ:
```
61
C23H25IrN6O5P the ωB97M-V functional and the def2-TZVPD basis
Ir -0.0984 -0.1983 -0.1012
C -2.1699 -0.7285 4.1154
C -1.7021 -0.6185 2.6994
N -0.8270 0.2125 2.2743
O -0.2323 1.1009 3.0966
C -2.2728 -1.4858 1.6298
C -3.4703 -2.3641 1.7729
N -1.6807 -1.4002 0.4978
O -1.9644 -1.9607 -0.6147
H -1.3741 -0.4883 4.8222
H -2.4919 -1.7418 4.3427
H -3.0139 -0.0604 4.3022
H -0.6310 1.0620 3.9822
H -3.7443 -2.5162 2.8119
H -3.2810 -3.3304 1.3034
H -4.3223 -1.9132 1.2584
N 0.3624 -0.1977 -2.4456
N 1.5945 0.4795 -2.5168
C 1.9681 1.3393 -1.4740
O 2.8911 2.0880 -1.6117
O 1.2808 1.2120 -0.3420
H 0.4926 -1.1678 -2.7153
H -0.3330 0.2073 -3.0699
H 1.8890 0.8000 -3.4292
N 1.1304 -1.4678 0.3052
P 2.3985 -2.0298 1.2618
C 3.8623 -1.9223 0.2688
C 3.8035 -2.0117 -1.1211
C 4.9738 -1.9359 -1.8558
C 6.1922 -1.7826 -1.2061
C 6.2510 -1.7034 0.1806
C 5.0861 -1.7657 0.9253
C 2.5156 -0.9412 2.6590
C 2.3014 -1.3984 3.9604
C 2.4584 -0.5175 5.0192
C 2.8268 0.8009 4.7774
C 3.0398 1.2526 3.4798
C 2.8881 0.3851 2.4135
C 1.9621 -3.6943 1.6939
C 0.7618 -3.9434 2.3680
C 0.4211 -5.2428 2.6908
C 1.2700 -6.2901 2.3420
C 2.4574 -6.0430 1.6698
C 2.8088 -4.7422 1.3387
H 2.8538 -2.1393 -1.6269
H 4.9376 -1.9950 -2.9348
H 7.1040 -1.7207 -1.7847
H 7.2027 -1.5824 0.6789
H 5.1288 -1.6825 2.0044
H 2.0493 -2.4342 4.1492
H 2.3205 -0.8665 6.0339
H 2.9649 1.4790 5.6095
H 3.3328 2.2778 3.2993
H 3.0595 0.7369 1.4032
H 0.1087 -3.1221 2.6432
H -0.5002 -5.4490 3.2189
H 1.0000 -7.3055 2.5993
H 3.1118 -6.8610 1.4024
H 3.7344 -4.5457 0.8126
O -1.6729 2.1147 -1.3011
N -1.5103 1.4115 -0.4305
```

## Properties
Charge ... +2
E_LUMO (spin up / spin down) ... -0.273 / -0.314 Ha
ΔE to the lowest compared entry with this formula, charge and spin ... 0.0 kJ/mol
2S+1 ... 6
HOMO energy (spin up / spin down) ... -14.6 / -14.9 eV
Calculated total energy ... -2041.043414 hartree

No. 5
Density functional theory data (the ωB97M-V functional and the def2-TZVPD basis) for one molecule with the formula C2H4N2S2.

Geometry as XYZ:
```
10
C2H4N2S2 the ωB97M-V functional and the def2-TZVPD basis
H 1.3069 -0.1063 -1.5471
N 1.6548 -0.8527 -0.9300
C 1.3471 -0.6480 0.2945
N 0.5175 0.3492 0.8052
S -0.4166 1.4768 -0.1075
C -1.8654 0.5710 -0.3843
S -2.1540 -0.9671 0.0554
H 1.7852 -1.2712 1.0568
H 0.3779 0.3202 1.8193
H -2.5535 1.1282 -1.0623
```

## Properties
E_LUMO ... -0.018 Ha
ΔE to the lowest compared entry with this formula, charge and spin ... 166.4 kJ/mol
HOMO energy ... -9.1 eV
SMILES string ... [H]/N=C\NSC=S
Calculated total energy ... -984.451518 hartree

No. 6
Density functional theory data (the ωB97M-V functional and the def2-TZVPD basis) for a 5-piece molecular cluster, H12NO4 overall.

Geometry as XYZ:
```
17
H12NO4 the ωB97M-V functional and the def2-TZVPD basis
N 1.1628 0.4476 0.4567
H 1.9180 0.8338 0.9027
H 0.2362 0.8690 0.7499
H 1.1659 0.4028 -0.5988
H 1.2369 -0.6171 0.7876
H 1.5772 -3.3000 -0.1133
H 1.2763 -3.2663 1.2924
O 1.5129 -2.6062 0.6053
H -2.1071 0.1560 1.8714
H -1.3611 0.9107 3.0044
O -1.2694 0.4561 2.1428
H -1.5917 2.8830 -0.1882
H -0.7465 2.6332 -1.4099
O -0.8684 2.3290 -0.5503
H -0.7020 -0.2105 -3.5721
H -0.8770 -1.4418 -2.7101
O -0.5630 -0.4792 -2.6704
```

## Properties
Charge ... +1
E_LUMO ... -0.108 Ha
ΔE to the lowest compared entry with this formula, charge and spin ... 114.5 kJ/mol
HOMO energy ... -14.9 eV
Calculated total energy ... -362.674228 hartree